Density functional theory data (the ωB97M-V functional and the def2-TZVPD basis) for a molecular structure, C21H31AlCl2NO2Si3 in a non-equilibrium geometry.

```
61
Properties=species:S:1:pos:R:3
Al -0.802 0.289 -0.885
Cl -7.282 -1.295 1.327
C -5.834 -0.550 0.848
C -5.401 0.676 1.463
C -4.181 1.241 1.160
Cl -3.827 2.721 1.986
C -3.290 0.583 0.262
O -2.078 1.054 -0.004
C -3.762 -0.579 -0.461
C -2.989 -1.218 -1.444
O -1.793 -0.947 -1.843
C -5.042 -1.119 -0.154
H -6.065 1.121 2.202
H -3.440 -2.038 -1.999
H -5.409 -1.967 -0.723
C -0.564 0.632 2.783
Si 0.946 0.847 1.673
C 1.244 2.679 1.370
C 2.529 0.294 2.615
C 0.745 -0.364 0.159
Si 0.785 -2.177 0.673
C 2.551 -2.682 1.216
C 0.246 -3.402 -0.703
C -0.250 -2.540 2.177
Si 2.065 -0.027 -1.152
C 3.773 0.589 -0.588
C 2.447 -1.427 -2.379
C 1.273 1.437 -2.099
C 2.040 2.355 -2.819
C 1.445 3.361 -3.609
C 0.049 3.479 -3.558
C -0.670 2.669 -2.678
N -0.103 1.587 -2.073
H -1.172 1.546 2.839
H -0.136 0.475 3.805
H -1.163 -0.203 2.523
H 1.597 3.149 2.315
H 0.345 3.228 1.106
H 1.990 2.825 0.601
H 2.659 1.039 3.450
H 3.411 0.353 1.995
H 2.400 -0.694 3.062
H 3.203 -2.849 0.339
H 2.479 -3.661 1.736
H 3.078 -2.013 1.894
H 1.129 -3.857 -1.192
H -0.408 -2.924 -1.443
H -0.329 -4.205 -0.222
H 0.156 -2.068 3.101
H -0.201 -3.630 2.361
H -1.310 -2.269 2.066
H 4.255 -0.108 0.108
H 3.690 1.590 -0.117
H 4.488 0.721 -1.435
H 3.037 -2.277 -1.970
H 3.029 -0.992 -3.208
H 1.501 -1.837 -2.804
H 3.133 2.267 -2.784
H 2.016 4.082 -4.181
H -0.502 4.185 -4.193
H -1.725 2.839 -2.498
```

Values from the calculation:
* net charge: +1

=====

Density functional theory data (the ωB97M-V functional and the def2-TZVPD basis) for a molecular structure, C21H31AsN4PPbSSe2 in a non-equilibrium geometry.

```
62
Properties=species:S:1:pos:R:3
Pb 0.248 0.510 -0.258
Se 1.836 -0.614 1.403
P 0.363 -2.357 0.936
Se -1.305 -1.626 -0.494
C 1.263 -3.708 0.179
C 1.199 -4.025 -1.195
C 1.821 -5.177 -1.657
C 2.539 -5.970 -0.759
C 2.625 -5.649 0.586
C 1.984 -4.522 1.063
C -0.377 -2.978 2.428
C -1.071 -4.219 2.302
C -1.774 -4.703 3.373
C -1.821 -3.985 4.551
C -1.118 -2.777 4.691
C -0.417 -2.267 3.627
H 0.620 -3.384 -1.850
H 1.785 -5.473 -2.688
H 3.076 -6.828 -1.171
H 3.249 -6.246 1.216
H 2.027 -4.255 2.111
H -1.018 -4.805 1.401
H -2.280 -5.654 3.287
H -2.355 -4.375 5.412
H -1.114 -2.229 5.645
H 0.037 -1.280 3.722
C -0.207 3.548 0.312
N -1.105 4.481 0.876
C -2.382 4.458 0.156
N -3.002 3.129 0.315
C -2.158 2.179 -0.272
N -0.827 2.168 0.454
C -1.071 1.876 1.902
N -1.928 2.847 2.436
C -1.303 4.188 2.313
C -3.230 2.840 1.752
H 0.751 3.560 0.857
H -0.080 3.734 -0.753
H -2.185 4.681 -0.887
H -3.086 5.178 0.550
H -1.996 2.377 -1.344
H -2.573 1.167 -0.123
H -0.080 1.810 2.376
H -1.516 0.857 1.934
H -0.338 4.176 2.806
H -1.963 4.929 2.749
H -3.855 3.620 2.188
H -3.703 1.836 1.817
C 3.692 1.530 -3.656
As 1.848 1.925 -4.009
C 1.072 0.926 -5.406
C 1.546 3.791 -4.201
S 0.350 1.724 -2.346
H 4.220 1.837 -4.558
H 3.826 0.454 -3.503
H 4.027 2.147 -2.825
H 1.544 1.239 -6.347
H 0.018 1.196 -5.450
H 1.225 -0.140 -5.233
H 2.013 4.127 -5.135
H 1.979 4.287 -3.320
H 0.455 3.913 -4.287
```

Values from the calculation:
* ΔE to the lowest compared entry with this formula, charge and spin: 0.0000 eV
* net charge: +3

=====

Density functional theory data (the ωB97M-V functional and the def2-TZVPD basis) for a molecular structure, C21H31BCl5F4N5O8PRb.

```
77
Properties=species:S:1:pos:R:3
Rb 1.096 0.825 -0.619
N 2.123 -1.561 0.616
C 1.322 -2.639 1.201
C 0.959 -2.280 2.635
N 0.058 -1.137 2.670
C 0.172 -0.317 3.866
C -0.510 1.022 3.650
N 0.075 1.693 2.480
H 2.287 -1.691 -0.380
H 3.019 -1.488 1.079
H 1.829 -3.607 1.208
H 0.405 -2.745 0.614
H 1.893 -2.075 3.183
H 0.485 -3.143 3.116
H 0.280 -0.538 1.886
H 1.223 -0.130 4.133
H -0.299 -0.830 4.712
H -0.409 1.593 4.577
H -1.578 0.864 3.477
H 1.094 1.693 2.557
H -0.244 2.648 2.396
Cl 6.516 5.533 3.828
C 5.533 4.173 3.385
C 4.617 4.265 2.333
Cl 4.451 5.764 1.481
C 3.837 3.181 1.973
Cl 2.704 3.290 0.669
C 3.918 1.903 2.625
O 3.224 0.912 2.279
C 4.862 1.868 3.707
Cl 4.983 0.360 4.554
C 5.641 2.956 4.066
Cl 6.767 2.820 5.378
O 2.665 -2.729 -6.324
C 1.439 -3.078 -6.057
O 0.723 -3.669 -6.853
C 0.916 -2.755 -4.695
C -0.326 -3.147 -4.269
N -0.459 -2.710 -3.007
N 0.603 -2.030 -2.568
C 1.458 -2.041 -3.579
C 2.790 -1.347 -3.383
O 3.636 -1.486 -4.322
O 2.946 -0.704 -2.336
H 3.119 -2.219 -5.498
H -1.095 -3.699 -4.789
H -1.288 -2.682 -2.443
C -4.253 1.460 1.643
C -4.020 1.740 0.167
O -3.627 0.542 -0.528
P -2.047 0.095 -0.539
O -2.076 -0.609 -2.017
C -2.123 0.207 -3.210
C -3.296 -0.231 -4.064
O -2.064 -1.282 0.317
C -3.041 -2.311 0.168
C -3.616 -2.621 1.534
H -4.556 2.376 2.159
H -3.330 1.092 2.101
H -5.033 0.705 1.778
H -3.264 2.517 0.036
H -4.936 2.077 -0.313
H -1.178 0.073 -3.739
H -2.216 1.264 -2.953
H -3.185 -1.279 -4.361
H -3.359 0.383 -4.968
H -4.222 -0.122 -3.493
H -2.543 -3.198 -0.237
H -3.823 -2.010 -0.528
H -2.804 -2.807 2.242
H -4.265 -3.501 1.483
H -4.199 -1.770 1.899
F -0.328 2.857 -2.640
B -1.280 3.681 -1.969
F -1.178 3.386 -0.569
F -0.998 5.044 -2.194
F -2.597 3.357 -2.419
```

Values from the calculation:
* ΔE to the lowest compared entry with this formula, charge and spin: 0.6882 eV
* net charge: -2

=====

Density functional theory data (the ωB97M-V functional and the def2-TZVPD basis) for 5 unconnected molecules or ions with the total composition C21H31Cl16NO4 in a non-equilibrium geometry.

```
73
Properties=species:S:1:pos:R:3
C -4.760 3.292 -0.375
C -4.174 2.108 0.422
C -5.154 0.922 0.552
C -4.570 -0.437 0.117
C -3.907 -1.336 1.177
O -3.182 -2.317 0.378
C -1.843 -2.169 0.444
O -1.124 -2.909 -0.167
C -1.436 -1.016 1.401
C -0.384 -1.717 2.294
C 0.509 -0.799 3.132
O -0.157 0.296 3.738
C -0.887 0.212 0.665
C -0.961 0.183 -0.866
N 0.199 -0.485 -1.468
C 1.250 0.457 -1.899
C 1.366 0.681 -3.406
C -0.123 -1.457 -2.457
C -1.327 -1.301 -3.366
O 0.578 -2.430 -2.585
C -2.807 -0.835 2.113
C -3.079 0.390 3.003
H -4.362 4.222 0.033
H -4.426 3.263 -1.410
H -5.843 3.346 -0.308
H -3.916 2.480 1.410
H -3.260 1.791 -0.075
H -5.961 1.137 -0.149
H -5.607 0.888 1.541
H -3.918 -0.267 -0.735
H -5.410 -1.021 -0.260
H -4.684 -1.910 1.673
H -0.869 -2.448 2.942
H 0.285 -2.290 1.652
H 1.296 -0.416 2.478
H 1.029 -1.370 3.895
H -0.025 1.084 3.204
H 0.152 0.432 0.908
H -1.470 1.075 0.983
H -0.952 1.232 -1.186
H -1.916 -0.216 -1.200
H 1.155 1.412 -1.389
H 2.205 0.044 -1.572
H 0.400 0.868 -3.873
H 1.991 1.544 -3.635
H 1.829 -0.177 -3.888
H -2.044 -2.076 -3.096
H -1.822 -0.340 -3.246
H -0.994 -1.465 -4.384
H -2.756 -1.645 2.846
H -4.149 0.579 3.041
H -2.778 0.145 4.017
H -2.518 1.275 2.728
C 5.742 0.940 -3.291
Cl 5.471 1.503 -4.943
Cl 7.426 0.438 -3.108
Cl 5.388 2.254 -2.161
Cl 4.679 -0.426 -2.951
C 8.874 5.126 -1.278
Cl 9.449 6.393 -2.367
Cl 10.176 4.655 -0.182
Cl 7.506 5.736 -0.337
Cl 8.355 3.725 -2.217
C 0.378 -6.763 -1.632
Cl 1.972 -7.480 -1.336
Cl -0.372 -7.577 -3.016
Cl -0.638 -7.000 -0.202
Cl 0.544 -5.048 -1.966
C 4.072 0.602 5.040
Cl 3.714 1.144 3.394
Cl 5.745 0.044 5.118
Cl 3.844 1.947 6.161
Cl 2.988 -0.720 5.482
```

Values from the calculation:
* SMILES: CCCC[C@H]1OC(=O)[C@@](CCO)(CCN(CC)C(C)=O)[C@H]1C.ClC(Cl)(Cl)Cl.ClC(Cl)(Cl)Cl.ClC(Cl)(Cl)Cl.ClC(Cl)(Cl)Cl
* ΔE to the lowest compared entry with this formula, charge and spin: 0.0000 eV
* net charge: 0

=====

no.,highest occupied orbital energy (eV)
1,-11.7
2,-16.9
3,-3.1
4,-9.0